20
Properties=species:S:1:pos:R:3:forces:R:3:nbo_charge:R:1 method="wB97M-V/def2-TZVPD" gap_ev=6.36 fmax_ev_per_a=2.90 energy_ha=-365.5747 e_homo_ev=-3.00 total_charge=-1
C 1.9221 1.1564 -0.8838 -0.7 -0.3 -0.1 0.03
O 3.1430 1.5383 -0.6001 0.0 0.1 0.6 -0.86
C 1.1854 0.5303 0.4210 2.4 1.5 -0.4 -0.23
C 1.5997 -0.7119 0.8639 -0.4 -1.1 0.8 -0.22
C -0.1371 -0.3652 0.3554 -0.8 -1.8 0.7 0.19
C -1.0079 -0.2979 1.4707 -0.8 0.9 -0.3 -0.75
C -1.7027 -1.3449 -1.0232 -0.7 0.1 1.6 -0.44
N -0.3848 -0.8675 -0.8212 0.7 0.3 -1.3 -0.46
H 1.2177 1.9885 -1.1379 0.0 -0.2 -0.5 0.08
H -1.7810 1.6954 -0.4854 0.3 0.4 -0.1 -0.02
H 1.0515 1.3435 1.1189 0.0 -0.3 0.5 0.23
H 1.8449 0.3192 -1.5998 -0.3 0.1 -0.4 0.11
H 1.9120 -1.5493 0.2527 0.2 0.5 -0.5 0.21
H 1.6227 -0.9296 1.9291 -0.2 0.0 0.0 0.19
H -1.8257 0.4091 1.3501 -0.4 -0.6 0.0 0.18
H -0.9917 -0.8913 2.3758 0.7 0.5 0.2 0.20
H -2.0549 -1.7377 -0.0304 0.0 -0.2 -0.2 0.19
H -2.3815 -0.5142 -1.1528 -0.4 0.4 -0.3 0.18
H -1.9104 -2.0580 -1.8143 0.7 -0.1 -0.4 0.18
H -1.3214 2.2868 -0.5888 -0.3 -0.4 0.0 0.01

=====

27
Properties=species:S:1:pos:R:3:forces:R:3:nbo_charge:R:1 method="wB97M-V/def2-TZVPD" gap_ev=10.64 fmax_ev_per_a=1.15 smiles=CCO.CCO.CCO energy_ha=-465.0706 e_homo_ev=-9.78 total_charge=0
C 3.5336 -1.0749 -3.1653 0.2 -0.2 -0.1 -0.64
C 4.3378 -1.9912 -2.2199 -0.2 0.6 -0.5 -0.06
O 3.8795 -1.8653 -0.8887 -0.2 -0.1 0.6 -0.73
H 4.0481 -0.9654 -4.1217 0.0 -0.1 0.0 0.21
H 3.4341 -0.0709 -2.7486 0.3 0.0 0.2 0.21
H 2.5109 -1.3920 -3.3701 0.1 -0.4 0.1 0.21
H 5.3969 -1.7287 -2.2885 0.0 0.1 0.1 0.16
H 4.2953 -3.0544 -2.4541 -0.3 0.1 -0.2 0.18
H 4.2702 -1.0815 -0.4927 0.1 0.0 -0.1 0.47
C -4.7419 1.7594 1.6364 -0.8 0.0 -0.8 -0.65
C -3.6836 2.7473 1.1687 0.7 -0.3 0.0 -0.06
O -2.3959 2.5638 1.7755 -0.2 0.1 -0.2 -0.73
H -5.7199 2.1704 1.3707 -0.1 0.1 0.2 0.22
H -4.7837 1.4938 2.6922 0.3 0.4 0.1 0.21
H -4.7310 0.8265 1.0698 0.5 -0.1 0.1 0.21
H -3.9845 3.7936 1.2524 -0.2 0.0 0.6 0.16
H -3.5139 2.6285 0.0963 -0.1 -0.2 0.0 0.17
H -2.4781 2.0429 2.5776 -0.2 0.0 0.0 0.47
C -0.9154 -0.8878 1.2543 0.0 -0.1 0.2 -0.63
C 0.3761 -0.4449 0.5964 0.4 -0.2 -0.3 -0.06
O 1.4507 -1.1967 1.1266 0.2 -0.4 0.8 -0.74
H -1.7747 -0.5924 0.6528 0.0 0.1 0.1 0.21
H -1.0146 -0.4752 2.2593 0.0 0.2 -0.1 0.20
H -0.9388 -1.9684 1.4001 0.1 -0.1 -0.3 0.22
H 0.5750 0.6146 0.7781 -0.3 0.1 -0.1 0.16
H 0.3711 -0.6305 -0.4814 -0.4 0.2 -0.1 0.15
H 2.1969 -1.2208 0.5237 -0.1 0.0 -0.3 0.48